No. 1
4 unconnected molecules or ions with the total composition C20H38BFIO6. Source: the OMol25 dataset; level of theory: ωB97M-V with the def2-TZVPD basis set.

HOMO-LUMO gap = 8.1 eV
E = -45136.428 eV
Charge = -1

Each line ends with the Mulliken charge.
Geometry (Å):
O 6.0030 2.0520 3.9218  -0.55
C 5.3825 2.1533 2.9026  0.25
O 4.2627 2.8487 2.7931  -0.34
C 3.8605 3.2659 1.4598  -0.68
C 2.4740 2.7893 1.0427  -0.59
B 1.8609 1.4569 1.7771  0.20
C 0.3041 1.1979 1.3242  -0.94
C -0.7213 2.2870 1.6769  -0.53
C -0.8388 2.5549 3.1619  -0.19
F -1.2648 3.8837 3.3902  -0.35
C 2.7671 0.0871 1.5242  -0.70
C 3.1487 -0.1640 0.1165  0.31
O 2.7417 0.2309 -0.9051  -0.44
I 4.8841 -1.6505 -0.0602  -0.25
H 5.6581 1.5992 1.9849  0.30
H 4.6212 2.9110 0.7535  0.37
H 3.9316 4.3559 1.4941  0.34
H 2.5116 2.6600 -0.0474  0.30
H 1.7662 3.6089 1.2187  0.28
H 1.9080 1.6241 2.9931  -0.27
H -0.0397 0.2415 1.7502  0.30
H 0.2536 1.0676 0.2327  0.27
H -1.7134 1.9957 1.3063  0.38
H -0.4828 3.2339 1.1816  0.31
H 0.1129 2.4329 3.6758  0.24
H -1.5975 1.9239 3.6336  0.23
H 2.2055 -0.8085 1.8274  0.41
H 3.6845 0.0663 2.1173  0.39
C -5.2337 6.1812 3.8308  -0.52
C -3.9889 5.5582 3.2022  -0.49
C -4.3973 4.0970 3.0943  -0.08
O -5.8191 4.0943 2.8961  -0.43
C -6.3458 5.3927 3.1496  -0.48
H -5.3191 7.2553 3.6671  0.34
H -5.2440 5.9975 4.9077  0.26
H -3.8189 5.9770 2.2079  0.25
H -3.0808 5.6901 3.7851  0.30
H -4.1648 3.5538 4.0153  0.19
H -3.9198 3.5818 2.2621  0.10
H -6.6302 5.8586 2.1983  0.27
H -7.2431 5.2943 3.7642  0.27
C 2.6244 -5.2870 -4.0978  -0.31
C 2.8711 -3.7796 -4.0949  -0.62
C 2.2606 -3.3703 -2.7618  0.50
O 2.4299 -4.4915 -1.8851  -0.40
C 2.8421 -5.6310 -2.6284  -0.50
H 3.2871 -5.8415 -4.7624  0.37
H 1.5913 -5.4973 -4.3875  0.01
H 3.9434 -3.5714 -4.0995  0.28
H 2.4154 -3.2600 -4.9368  0.35
H 1.1922 -3.1674 -2.8711  -0.15
H 2.7405 -2.4941 -2.3270  -0.11
H 3.9004 -5.8329 -2.4242  0.32
H 2.2591 -6.4949 -2.3004  0.28
C -2.6187 -4.9239 -2.8086  -0.56
C -2.3840 -5.4513 -4.2231  -0.53
C -1.8982 -4.1960 -4.9382  -0.41
O -1.2082 -3.4218 -3.9621  -0.41
C -1.4633 -3.9431 -2.6536  -0.30
H -2.6112 -5.7005 -2.0451  0.33
H -3.5751 -4.3993 -2.7547  0.27
H -1.5995 -6.2113 -4.2157  0.25
H -3.2721 -5.8811 -4.6856  0.34
H -2.7412 -3.6144 -5.3289  0.30
H -1.2163 -4.4089 -5.7636  0.25
H -0.5625 -4.4505 -2.2921  0.15
H -1.6856 -3.1161 -1.9795  0.31

No. 2
A molecular structure, C24H22BBr2F8LuN3PSSb at a distorted geometry. Source: the OMol25 dataset; level of theory: ωB97M-V with the def2-TZVPD basis set.

<S²> = 0.7577
HOMO-LUMO gap (spin up / spin down) = 9.2 / 6.9 eV
E = -252510.127 eV
Spin multiplicity = 2

Each line ends with the Mulliken charge.
Geometry (Å):
Lu -1.2476 0.8900 -0.4213  1.63
Br -2.7981 3.9816 -0.1406  -0.06
C -1.0743 4.8321 0.0199  -0.39
Br -0.0828 3.9231 1.4020  -0.08
H -1.2026 5.8706 0.2933  0.47
H -0.5537 4.6887 -0.9179  0.18
C 3.0058 2.0448 -2.8818  -0.51
C 2.4414 0.9019 -3.4296  -0.78
C 1.8223 -0.0220 -2.6097  -0.62
C 1.7692 0.1867 -1.2302  0.16
C 2.3693 1.3165 -0.6793  0.14
C 2.9823 2.2416 -1.5113  -0.74
P 0.8744 -1.1046 -0.2662  1.50
C 2.0206 -2.5241 -0.4155  -0.04
C 1.4996 -3.8143 -0.3880  -0.44
C 2.3448 -4.9117 -0.4729  -0.68
C 3.7129 -4.7254 -0.5891  -0.52
C 4.2370 -3.4393 -0.6255  -0.74
C 3.3972 -2.3415 -0.5395  -0.28
C 1.2001 -0.4866 1.4351  0.64
C 2.1753 -0.9658 2.3137  -0.74
C 2.2376 -0.4687 3.6067  -0.81
C 1.3463 0.5029 4.0378  -0.82
C 0.3815 1.0034 3.1670  -1.15
C 0.3518 0.4965 1.8923  0.54
H 3.4538 2.7875 -3.5287  0.37
H 2.4600 0.7427 -4.4991  0.43
H 1.3660 -0.9086 -3.0359  0.40
H 2.3692 1.4782 0.3902  0.40
H 3.4355 3.1263 -1.0818  0.44
H 0.4285 -3.9614 -0.3124  0.39
H 1.9348 -5.9131 -0.4550  0.41
H 4.3735 -5.5800 -0.6565  0.39
H 5.3043 -3.2890 -0.7250  0.42
H 3.8095 -1.3411 -0.5747  0.46
H 2.8611 -1.7309 1.9761  0.44
H 2.9892 -0.8516 4.2854  0.41
H 1.3802 0.8669 5.0563  0.43
H -0.3132 1.7593 3.5133  0.48
C -3.5840 1.8795 2.5802  -1.29
C -3.2386 0.4501 2.3706  0.45
N -2.2210 -0.0334 1.6803  0.27
C -2.2604 -1.4066 1.8346  -0.36
C -3.3073 -1.7476 2.6213  -0.86
N -3.9141 -0.5617 2.9537  -0.01
H -2.6843 2.4905 2.5486  0.15
H -4.0751 2.0059 3.5449  0.50
H -4.2583 2.2329 1.8006  0.20
H -1.5225 -2.0462 1.3809  0.31
H -3.6659 -2.7005 2.9643  0.39
H -4.7614 -0.4649 3.4836  0.20
S -5.2265 -2.4482 -0.3674  -0.42
C -3.8632 -1.9462 -0.9551  0.50
N -2.8204 -1.5643 -1.3756  -0.65
F -1.4132 -2.2127 -3.2005  -0.30
B -2.1029 -1.1753 -2.6442  0.67
F -1.0754 -0.1714 -2.1948  0.05
F -0.3334 2.4190 -1.1158  -0.42
Sb -2.2326 2.3479 -3.2261  1.65
F -3.1620 1.0751 -0.6531  -0.62
F -2.8986 -0.4819 -3.5412  -0.38
F -2.4405 2.7678 -5.1002  -0.56
F -0.4380 1.8461 -3.7301  -0.55
F -1.5628 4.1849 -3.0614  -0.60

No. 3
HN3O4S in the gas phase at a distorted geometry. Source: the OMol25 dataset; level of theory: ωB97M-V with the def2-TZVPD basis set.

SMILES string = [H]/N=N/S(=O)(=O)[N+](=O)[O-]
HOMO-LUMO gap = 9.3 eV
E = -23505.560 eV

Each line ends with the Mulliken charge.
Geometry (Å):
H 0.0294 2.0783 -1.9232  0.25
N 0.1502 1.3110 -1.2449  -0.31
N -0.8286 1.1452 -0.5426  0.10
S -0.8130 -0.2557 0.5126  1.04
O -1.5736 -1.1998 -0.2469  -0.51
O -1.2494 0.1214 1.8168  -0.49
N 1.1400 -0.9698 0.5357  0.83
O 1.3449 -1.8201 -0.2517  -0.44
O 1.8000 -0.4107 1.3442  -0.47

No. 4
A molecular structure, C10H16Cl4MoO5 at a distorted geometry. Source: the OMol25 dataset; level of theory: ωB97M-V with the def2-TZVPD basis set.

<S²> = 2.0633
HOMO-LUMO gap (spin up / spin down) = 5.4 / 6.3 eV
E = -72808.021 eV
Spin multiplicity = 3
Charge = -2

Each line ends with the Mulliken charge.
Geometry (Å):
C -1.0866 0.0273 -1.6090  0.77
C 0.2248 0.4079 -2.0676  0.70
C 0.6879 1.5166 -1.2728  0.69
C 0.9289 -0.1263 -3.2765  -1.53
C -0.3607 1.8831 -0.3574  0.79
C -1.4856 0.9788 -0.5774  0.97
C -2.7492 1.0398 0.1346  -1.62
C -1.8666 -1.1313 -2.1025  -1.74
C 1.9879 2.2229 -1.4550  -2.08
C -0.3757 3.0607 0.5604  -1.74
Mo 0.2527 -0.1743 0.1389  0.48
Cl 1.8069 -1.8700 -0.7252  -0.41
Cl -0.9426 -1.4268 1.7229  -0.48
Cl 1.7600 0.8116 1.6698  -0.43
H 0.6753 -1.1749 -3.4510  0.33
H 2.0169 -0.0653 -3.1740  0.35
H 0.6582 0.4512 -4.1735  0.32
H 2.7977 1.5191 -1.6579  0.44
H 2.2554 2.7771 -0.5559  0.33
H 1.9295 2.9146 -2.3018  0.29
H 0.6370 3.3694 0.8332  0.33
H -0.9220 2.8225 1.4778  0.42
H -0.8648 3.9114 0.0699  0.27
H -2.7054 1.6676 1.0259  0.34
H -3.1777 -0.3217 0.5437  0.36
H -3.6173 1.1999 -0.5173  0.29
H -1.1972 -1.9223 -2.4452  0.41
H -2.5121 -0.8413 -2.9360  0.28
H -2.4981 -1.5076 -1.2678  0.35
O -3.3338 -1.3016 0.1615  -0.71
H -3.0049 -1.9051 0.8630  0.24
O 3.8157 -3.2740 4.3911  -0.65
Cl 2.8150 -3.7618 5.3433  1.57
O 2.9238 -5.2185 5.4603  -0.66
O 3.0500 -3.1477 6.6534  -0.66
O 1.4766 -3.4110 4.8740  -0.60

No. 5
A molecular structure, C14H19Cl3F6O2Zr at a distorted geometry. Source: the OMol25 dataset; level of theory: ωB97M-V with the def2-TZVPD basis set.

HOMO-LUMO gap = 5.0 eV
E = -74080.372 eV
Charge = -2

Each line ends with the Mulliken charge.
Geometry (Å):
C 1.5010 -1.9153 -0.8765  1.93
C 2.3087 -1.5651 0.2392  0.07
C 2.5961 -0.1794 0.1772  1.78
C 2.8514 -2.4997 1.2501  -1.73
C 1.9437 0.3634 -0.9805  0.25
C 1.2464 -0.7061 -1.6458  0.10
C 0.8452 -0.6886 -3.0669  -1.94
C 1.2320 -3.2957 -1.3312  -2.07
C 3.5653 0.5306 1.0366  -1.89
C 2.2166 1.7059 -1.5440  -1.80
Zr -0.6177 -0.0580 0.0435  1.15
Cl -0.4487 -1.4456 2.0112  -0.51
Cl -1.8078 -1.7305 -1.1965  -0.46
Cl 0.3794 1.8532 1.2736  -0.60
H 2.1908 -3.3653 1.3586  0.34
H 2.9498 -1.9917 2.2157  0.34
H 3.8449 -2.8789 0.9785  0.31
H 3.3306 0.3570 2.0947  0.34
H 3.5649 1.6066 0.8410  0.35
H 4.5856 0.1659 0.8681  0.34
H 2.1671 2.4829 -0.7702  0.35
H 1.5129 1.9431 -2.3491  0.39
H 3.2234 1.7463 -1.9864  0.24
H 0.5701 0.3156 -3.3871  0.40
H -0.0155 -1.3399 -3.2552  0.44
H 1.6710 -1.0140 -3.7185  0.22
H 0.8092 -3.8823 -0.5084  0.36
H 2.1639 -3.7772 -1.6470  0.31
H 0.5455 -3.3179 -2.1800  0.40
O -1.8763 -0.5514 -3.5927  -0.96
H -2.8566 -0.5603 -3.4473  0.06
C -3.3386 1.8118 2.2900  -1.85
C -3.3384 1.7001 0.7767  0.92
O -2.2788 1.0069 0.2104  -0.43
C -4.6749 0.9292 0.3946  0.58
F -5.7987 1.6110 0.7874  -0.27
F -4.7559 0.6657 -0.9330  -0.22
F -4.6640 -0.2718 1.0360  -0.24
C -3.4200 3.1553 0.1715  0.51
F -4.4119 3.9092 0.7453  -0.29
F -2.2460 3.8069 0.4076  -0.23
F -3.5985 3.1870 -1.1644  -0.24
H -3.2093 0.8238 2.7465  0.38
H -4.3117 2.2168 2.5760  0.48
H -2.5279 2.4565 2.6514  0.36

No. 6
A molecular structure, C21H32BN4O10Pb at a distorted geometry. Source: the OMol25 dataset; level of theory: ωB97M-V with the def2-TZVPD basis set.

HOMO-LUMO gap = 2.8 eV
E = -54649.054 eV
Charge = -1

Each line ends with the Mulliken charge.
Geometry (Å):
Pb -1.3711 2.0595 -0.7164  0.91
O 5.1836 -2.5229 9.5150  -0.64
C 4.2012 -2.5852 8.7342  0.57
O 3.7167 -1.6871 7.9524  -0.48
B 2.3791 -2.0760 7.4321  0.92
O 2.2453 -3.4243 8.0568  -0.47
C 3.2378 -3.8058 8.7728  0.65
O 3.3544 -4.8189 9.4675  -0.64
O 2.2769 -2.0114 5.9545  -0.42
C 1.4838 -0.9958 5.6041  0.57
O 1.1987 -0.5421 4.4675  -0.63
C 0.7788 -0.4585 6.8456  0.64
O 1.3184 -1.0935 7.8579  -0.50
O -0.1684 0.2587 6.8797  -0.57
O -4.8224 0.7763 1.3891  -0.77
H -5.7280 0.5003 1.1478  0.21
C -2.2516 7.4160 2.5967  -0.55
O -2.0503 6.0426 2.5640  -0.52
H -3.2120 7.7510 2.9884  0.24
H -1.5710 7.8528 3.3275  0.22
H -1.7268 7.9419 1.7991  0.25
C 1.7189 10.2204 -4.3355  -1.12
C 0.2757 10.2122 -4.9126  -0.34
C -0.1579 8.9246 -5.7155  -0.52
C -0.0676 7.5852 -5.0522  0.20
N -0.0383 6.5384 -4.5567  -0.41
H 1.9479 11.2263 -3.9836  0.32
H 2.4110 9.9227 -5.1232  0.30
H 1.9324 9.4742 -3.5702  0.36
H 0.2688 11.0703 -5.5847  0.30
H -0.4411 10.3496 -4.1030  0.29
H 0.5293 8.7187 -6.5361  0.26
H -1.0706 9.0236 -6.3030  0.36
C -8.0637 -4.7437 -7.2862  -1.08
C -6.7995 -4.0180 -6.7126  -0.57
C -7.1016 -2.5952 -6.1180  -0.39
C -5.8634 -1.8944 -5.7442  0.21
N -4.8886 -1.3350 -5.3476  -0.42
H -7.6486 -5.6075 -7.8055  0.32
H -8.4543 -4.0715 -8.0502  0.30
H -8.8178 -4.9449 -6.5253  0.33
H -6.0099 -3.9179 -7.4573  0.39
H -6.4035 -4.5771 -5.8648  0.33
H -7.6907 -2.9224 -5.2613  0.25
H -7.6917 -2.0188 -6.8305  0.32
C 5.8099 -1.8896 0.8102  -1.30
C 6.5653 -0.9681 1.6945  -0.20
C 6.2813 0.5126 1.6459  -0.41
C 5.1582 0.8836 0.7265  0.25
N 4.2705 1.1728 -0.0144  -0.45
H 4.8097 -2.0540 1.2110  0.32
H 6.2011 -2.9068 0.7871  0.37
H 5.6423 -1.5864 -0.2233  0.36
H 7.6014 -1.2726 1.5468  0.30
H 6.3399 -1.1654 2.7426  0.18
H 7.1583 1.0318 1.2594  0.24
H 6.3364 0.9032 2.6620  0.34
C 0.8390 -7.3755 1.5295  -1.09
C -0.5623 -6.7396 1.5870  -0.40
C -1.0870 -6.1557 0.2815  -0.53
C -0.4489 -4.9031 -0.1660  0.33
N 0.0578 -3.9098 -0.5960  -0.46
H 0.8896 -8.4042 1.1728  0.30
H 1.3405 -7.3347 2.4965  0.32
H 1.3737 -6.8439 0.7423  0.31
H -0.4186 -5.9308 2.3035  0.28
H -1.2393 -7.3978 2.1315  0.36
H -2.1655 -6.0608 0.4075  0.30
H -1.1022 -6.8027 -0.5956  0.28